Computed, not measured: a structure of composition C34H32N19O4RbSeTe, with wB97M-V/def2-TZVPD.

```
92
C34H32N19O4RbSeTe | the OMol25 dataset | wB97M-V/def2-TZVPD
Rb -1.09 -0.36 -0.87
N -4.17 -1.83 -2.52
C -2.87 -2.08 -2.94
N -2.41 -3.33 -3.01
N -1.19 -3.20 -3.55
N -0.95 -1.94 -3.78
N -1.99 -1.19 -3.40
C -4.65 -0.77 -1.80
N -5.91 -0.79 -1.32
N -6.07 0.37 -0.72
N -4.96 1.05 -0.81
N -4.03 0.36 -1.50
H -4.72 -2.67 -2.41
O -1.57 -2.11 1.20
C -1.31 -3.27 1.47
C -0.16 -4.05 1.05
C -0.04 -5.33 1.56
C 1.02 -6.15 1.23
C 1.99 -5.69 0.30
C 1.90 -4.44 -0.21
C 0.85 -3.52 0.15
O 0.83 -2.34 -0.27
N 1.15 -7.43 1.83
O 2.10 -8.14 1.50
O 0.32 -7.79 2.66
H -2.02 -3.85 2.11
H -0.79 -5.71 2.25
H 2.79 -6.36 0.02
H 2.63 -4.07 -0.92
N 5.78 -0.15 5.40
C 4.94 -0.06 4.63
C 3.89 0.08 3.67
C 3.10 -1.01 3.30
C 2.09 -0.82 2.37
N 1.85 0.36 1.80
C 2.61 1.39 2.15
C 3.63 1.31 3.07
H 3.27 -1.99 3.74
H 1.46 -1.63 2.05
H 2.38 2.33 1.65
H 4.23 2.18 3.33
C 3.08 -0.50 -4.17
Te 1.95 -1.55 -2.62
C 2.62 0.16 -1.48
C 3.87 0.67 -2.13
C 4.79 1.46 -1.44
C 5.94 1.91 -2.06
C 6.18 1.57 -3.39
C 5.27 0.80 -4.08
C 4.11 0.34 -3.47
H 2.40 0.13 -4.75
H 3.56 -1.19 -4.87
H 2.76 -0.10 -0.44
H 1.84 0.94 -1.54
H 4.60 1.71 -0.40
H 6.65 2.51 -1.51
H 7.09 1.92 -3.88
H 5.46 0.53 -5.12
C -3.03 1.38 2.07
N -3.66 2.31 3.02
C -3.24 3.67 2.66
N -1.78 3.83 2.70
C -1.20 2.87 1.76
N -1.57 1.49 2.10
C -1.11 1.20 3.45
N -1.69 2.13 4.44
C -3.15 2.01 4.35
C -1.33 3.49 4.05
H -3.39 1.60 1.06
H -3.32 0.36 2.33
H -3.70 4.38 3.35
H -3.58 3.88 1.64
H -0.11 2.96 1.79
H -1.55 3.09 0.75
H -0.02 1.29 3.49
H -1.39 0.18 3.72
H -3.60 2.71 5.07
H -3.44 1.00 4.62
H -0.24 3.59 4.08
H -1.77 4.19 4.77
Se -4.47 3.31 -1.45
N -4.57 3.08 -3.16
C -3.31 2.74 -3.55
C -2.93 2.33 -4.83
C -1.60 2.01 -5.03
C -0.70 2.09 -3.97
N -1.02 2.48 -2.75
C -2.30 2.79 -2.53
N -2.75 3.19 -1.31
H -3.67 2.23 -5.61
H -1.26 1.66 -6.00
H 0.34 1.81 -4.12
```

Calculated values
HOMO energy = -2.42 eV
relative energy (zero: lowest compared OMol25 entry of this formula, charge and spin) = 20.6 kcal/mol
E_tot = -145571.3252 eV
total charge = -2
HOMO-LUMO gap = 5.5 eV
multiplicity = 1
E_LUMO = 3.04 eV